[1]
Formula: C20H43OP3PdS
Source: OMol25
Level of theory: ωB97M-V/def2-TZVPD

Geometry as XYZ:
```
69
Properties=species:S:1:pos:R:3:forces:R:3:lowdin_charge:R:1
Pd 1.276100 0.870614 -2.091846 -2.4 2.0 1.2 0.575
S -1.029996 -2.889975 -2.383057 1.8 2.0 0.1 0.912
P -0.049003 2.185009 -0.380928 -1.8 1.5 2.2 0.848
P 3.173072 1.213023 -1.006295 3.0 1.1 1.8 0.740
P -2.715087 -1.973452 -1.334494 -0.3 -2.1 0.3 0.718
O 0.296001 -0.349257 2.517688 -0.1 0.0 -0.3 -0.040
C -0.882372 0.138841 -5.072136 0.4 0.2 1.8 -0.010
C 1.528987 -1.761535 4.002566 -0.7 0.2 -0.5 0.002
C -0.666717 -0.631386 -3.936036 -0.1 2.6 -0.4 -0.186
C -0.843306 3.734551 -0.988558 0.4 -0.2 -1.1 -0.229
C 0.427496 -0.778383 3.658879 0.5 -0.2 0.7 -0.461
C -3.171288 -0.372390 -1.951934 0.2 0.4 0.1 -0.166
C 2.060976 -0.255912 -3.893809 1.1 -1.9 -0.2 -0.109
C -1.028592 -1.968927 -3.978731 0.0 -2.7 -0.7 -0.426
C -2.228269 -1.926954 0.349546 -0.7 0.3 0.9 -0.204
C -1.471781 1.570252 0.622730 -0.3 -1.1 -0.1 -0.248
C 3.212943 0.786705 0.745068 -0.3 -0.2 0.4 -0.205
C -3.916323 -3.235497 -1.810767 -0.9 0.2 0.2 -0.179
C -1.860618 -1.756378 -6.231450 -0.5 -2.3 0.6 0.065
C -1.556945 -2.560824 -5.143789 -0.5 0.0 -0.8 -0.006
C 4.506717 0.296491 -1.764408 0.4 -0.5 -0.5 -0.210
C 3.585578 2.989631 -1.155738 -0.5 -0.2 -0.3 -0.180
C 1.823083 -1.264973 -3.017695 1.2 0.2 -0.8 -0.100
C -0.442442 -0.327459 4.799878 0.0 0.2 0.1 0.005
C 0.772850 2.883591 1.123909 0.9 -0.4 -0.2 -0.225
C -1.563560 -0.389903 -6.171556 0.7 1.3 -0.4 0.088
H -1.769473 -3.636308 -5.159872 0.1 0.4 -0.1 0.149
H -1.794738 0.245830 -7.014987 -0.1 0.1 -0.1 0.159
H 3.221334 1.697025 1.349357 0.0 -0.1 -0.1 0.063
H 1.229424 -2.380597 4.846288 0.2 0.0 0.0 0.095
H -2.551245 0.421279 -1.505056 -0.3 -0.5 -0.3 0.029
H 1.964930 -1.255450 -1.927077 0.5 0.0 0.0 0.072
H 4.253588 0.082468 -2.810046 0.6 0.1 0.3 0.035
H 1.709519 3.390606 0.888870 -0.2 0.0 0.2 0.030
H 1.726966 -2.373651 3.120789 0.2 0.0 0.1 0.084
H -4.661447 -2.770716 -2.474852 -0.1 -0.2 0.5 0.090
H 5.438108 0.882261 -1.710412 -0.2 -0.2 0.0 0.094
H 0.096156 3.614748 1.586685 0.0 -0.2 -0.4 0.086
H 2.997662 3.399589 -1.982161 0.2 0.3 0.0 0.054
H 4.650645 -0.668641 -1.255265 0.0 0.3 -0.1 0.086
H -3.561234 -4.131552 -2.364906 0.2 0.6 0.5 0.075
H -0.375142 0.764655 4.911579 -0.1 -0.3 -0.1 0.104
H -0.534775 1.162225 -5.039108 -0.3 0.2 -0.3 0.136
H -2.344395 -2.175410 -7.118198 0.2 0.1 0.2 0.163
H 4.646306 3.107458 -1.383542 0.0 0.0 0.0 0.081
H 2.421224 -1.187302 4.266689 0.0 -0.1 0.1 0.108
H 2.633483 0.680506 -3.694760 -0.3 -0.6 -0.4 0.068
H -1.129036 0.774957 1.303881 0.0 0.2 -0.2 0.020
H -1.490389 -0.582263 4.604153 0.1 0.1 0.0 0.101
H -1.198469 -1.599301 0.547883 -0.2 0.0 -0.3 0.061
H -1.672905 3.468243 -1.655298 0.1 0.2 0.1 0.055
H -0.142050 -0.793778 5.740768 -0.1 0.1 -0.2 0.095
H -1.990857 -3.662230 -2.835740 -0.6 -0.9 -1.2 -0.101
H -2.928547 -1.190537 0.757266 0.2 0.0 0.6 0.079
H 4.117606 0.214165 0.957920 0.0 0.0 -0.1 0.081
H -1.224557 4.334871 -0.145144 0.3 -0.4 -0.2 0.085
H 1.513952 -2.245939 -3.376792 -0.2 0.3 0.0 0.087
H 0.944392 2.070224 1.838120 0.0 0.2 -0.1 0.040
H -2.301158 1.188041 0.020636 0.2 0.3 0.2 0.008
H -0.192654 -0.205511 -2.991244 -1.7 -0.8 -1.5 0.037
H -4.360748 -3.602470 -0.876904 -0.3 0.1 -0.3 0.093
H -1.876138 2.386547 1.248006 0.4 -0.1 -0.4 0.093
H 3.338113 3.541290 -0.245161 0.1 -0.2 -0.2 0.052
H -0.109126 4.321154 -1.552621 -0.3 0.1 0.1 0.056
H 2.345566 0.189254 1.046495 0.1 0.0 0.1 0.036
H 1.818018 -0.502818 -4.931134 0.3 0.6 0.2 0.114
H -4.211131 -0.271476 -1.585408 0.3 0.3 -0.4 0.113
H -2.412082 -2.898735 0.827251 0.1 0.2 -0.1 0.098
H -3.090502 -0.308112 -3.038486 -0.5 0.0 0.1 0.065
```
Positions in Å, forces in eV/Å.

The LUMO energy (alpha / beta) comes out at -12.30 / -16.10 eV. The net charge is +4. The calculation puts the HOMO energy (alpha / beta) at -17.580 / -19.091 eV. The calculation puts the orbital gap (alpha / beta) at 5.28 / 2.99 eV. As for the multiplicity: 5. As for the expectation value of S²: 6.03.

=====

[2]
Formula: C35H33HfN6OSe
Source: OMol25
Level of theory: ωB97M-V/def2-TZVPD

Geometry as XYZ:
```
77
Properties=species:S:1:pos:R:3:forces:R:3:lowdin_charge:R:1
Hf -0.620875 0.542116 -0.026736 0.5 0.2 -0.1 1.757
Se -2.240962 -3.104422 -1.173513 -0.3 0.2 0.2 1.299
O 1.239286 -0.099109 -0.677902 -0.6 -0.1 -0.2 -0.140
N -1.869118 -1.430913 -0.614089 0.3 -0.1 -0.1 -0.336
N -3.851569 -3.064789 -0.470038 0.2 -0.2 -0.1 -0.161
N -0.341443 2.976200 2.398968 0.0 0.1 0.0 0.181
N -0.059211 4.753007 0.985632 -0.1 -0.2 -0.1 0.170
N -0.300762 2.593153 0.109449 -0.2 -0.4 0.1 -0.048
N -2.898291 0.257161 0.532999 -0.1 0.1 0.2 0.004
C 0.133380 7.458665 4.188569 0.0 0.0 0.0 -0.035
C -1.972874 1.978903 -2.195926 -0.2 -0.1 0.1 -0.059
C -3.971431 0.633671 1.204350 0.1 0.0 -0.1 -0.024
C -0.005284 2.684715 -3.588850 0.0 0.0 0.0 -0.017
C -1.063111 6.494037 2.353391 0.0 -0.1 0.0 -0.010
C 1.578534 -2.860493 -4.813229 0.1 0.0 0.1 0.000
C -0.224813 3.442835 1.148685 0.0 0.3 0.3 -0.327
C 1.492016 3.391909 -1.367021 0.0 0.0 0.0 -0.012
C 1.998404 -1.422901 -2.468628 -0.1 0.0 -0.1 -0.157
C -4.047555 -1.901337 0.122099 0.2 0.2 0.0 -0.337
C -0.020478 1.536530 4.279180 0.0 0.0 -0.1 -0.185
C 1.259924 3.210041 -3.750007 0.0 0.0 0.0 -0.025
C 0.621598 -1.941042 -4.380524 -0.1 0.0 -0.1 -0.039
C 0.192607 2.893356 -1.201480 0.1 0.1 -0.1 -0.280
C 2.408760 4.892455 2.562410 0.0 0.0 0.0 -0.016
C -0.039930 2.738284 5.182490 0.0 0.0 0.0 -0.012
C -5.123404 -0.182627 1.365034 -0.1 -0.1 0.0 0.014
C 0.172246 0.260846 4.796014 0.0 0.0 0.0 0.009
C 0.034754 5.682930 2.085151 0.1 0.1 0.2 -0.214
C 1.204706 5.747127 2.846921 -0.1 0.0 0.0 -0.218
C -2.947042 -1.000876 0.024269 0.1 -0.3 -0.2 -0.484
C 2.965998 -2.331217 -2.931476 0.0 0.0 0.1 0.025
C 0.821448 -1.229303 -3.219479 0.1 0.0 -0.1 -0.021
C -1.012117 7.389197 3.406275 0.0 0.0 0.0 -0.046
C -0.183734 1.657500 2.890876 -0.1 -0.2 0.1 -0.189
C 1.221627 6.649782 3.909718 0.0 0.0 -0.1 -0.016
C 2.012548 3.569091 -2.630703 0.0 0.0 0.0 -0.025
C 0.198799 -0.866682 3.986677 0.0 -0.1 0.0 -0.047
C -0.195298 0.536514 2.050096 0.0 0.2 0.0 -0.241
C 2.749866 -3.050942 -4.090498 0.0 0.0 -0.1 -0.014
C -0.571980 2.525924 -2.318666 0.0 -0.1 0.0 -0.244
C 2.206912 -0.705224 -1.242662 0.1 0.0 0.1 -0.271
C -5.191809 -1.440011 0.834925 0.0 0.1 0.0 0.086
C 3.525899 -0.638539 -0.565787 0.0 0.1 0.1 0.039
C 0.008519 -0.728994 2.624529 0.0 0.0 0.0 -0.124
H 0.762773 3.441852 4.944750 0.0 0.0 0.0 0.084
H -1.944705 6.426009 1.728052 0.0 0.0 0.0 0.121
H 0.094667 2.437715 6.218291 0.0 0.0 0.0 0.098
H 2.117249 6.731696 4.512374 0.0 0.0 0.0 0.129
H 0.183737 8.156977 5.012510 0.0 0.0 0.0 0.124
H -1.856388 8.030937 3.614262 0.0 0.0 0.0 0.121
H 0.362762 -1.841920 4.423904 0.0 0.0 0.0 0.123
H 3.825416 -1.631545 -0.221065 0.0 0.0 0.0 0.121
H -0.100395 5.118173 0.043968 0.0 0.0 0.0 0.172
H 3.492859 -3.755275 -4.437550 0.0 0.0 0.0 0.131
H -2.009497 0.870242 -2.176523 0.0 0.0 0.0 0.055
H -6.061981 -2.074647 0.940651 0.0 0.0 0.0 0.150
H 2.463224 4.598028 1.515331 0.0 0.0 0.0 0.059
H -3.955792 1.624307 1.642321 0.0 0.0 0.0 0.141
H 3.005168 3.979610 -2.754568 0.0 0.0 0.0 0.127
H 3.463745 0.024266 0.292852 0.0 0.0 0.0 0.103
H 0.108946 -0.460475 -2.944959 0.0 0.0 0.1 0.090
H -0.594197 2.423356 -4.459237 0.0 0.0 0.0 0.131
H 2.408741 3.982671 3.170258 0.0 0.0 0.0 0.082
H -2.516431 2.376213 -1.335822 0.1 0.0 0.0 0.083
H 4.301194 -0.297015 -1.252187 0.0 0.0 0.0 0.122
H 0.312176 0.147743 5.863246 0.0 0.0 0.0 0.133
H -2.579978 2.209469 -3.072052 0.1 0.1 0.0 0.114
H -5.953383 0.227467 1.922589 0.0 0.0 0.0 0.134
H 1.664650 3.352129 -4.742420 0.0 0.0 0.0 0.127
H 2.079797 3.636187 -0.491935 0.0 0.0 0.0 0.112
H -0.339536 3.699089 3.110932 0.0 0.0 -0.1 0.123
H -0.991048 3.274878 5.122720 0.0 0.0 0.0 0.103
H 0.024824 -1.627595 2.007552 0.0 0.0 0.0 0.097
H 1.413573 -3.414247 -5.728038 0.0 0.0 0.0 0.132
H -0.263995 -1.771818 -4.978530 0.0 0.0 0.0 0.122
H 3.319917 5.436426 2.803327 0.0 0.0 0.0 0.098
H 3.878874 -2.492132 -2.374501 0.0 0.0 0.0 0.129
```
Positions in Å, forces in eV/Å.

The LUMO energy comes out at -10.00 eV. The net charge is +3. The calculation puts the HOMO energy at -15.892 eV. The calculation puts the orbital gap at 5.89 eV. As for the multiplicity: 1.

=====

[3]
Formula: C2H13NO3
Source: OMol25
Level of theory: ωB97M-V/def2-TZVPD

Geometry as XYZ:
```
19
Properties=species:S:1:pos:R:3:forces:R:3:lowdin_charge:R:1
O -0.872563 -0.639627 1.502816 -0.1 0.1 0.3 -0.090
O 1.373326 -6.464274 -0.632638 0.3 0.1 -0.3 -0.064
O 5.389148 -2.166911 -0.957946 -0.1 -0.1 0.1 -0.062
N -2.480970 1.579142 0.948224 0.5 -0.5 -0.1 -0.044
C -1.711677 3.180707 -0.721923 0.2 0.6 0.5 -0.111
C -1.656124 2.782889 0.746293 -1.0 -0.9 -0.4 -0.318
H 1.389385 -6.319735 -1.587701 -0.2 -0.1 0.2 0.033
H -2.466318 1.197115 1.885618 -0.1 0.4 0.1 0.072
H 6.088332 -1.539273 -0.749721 -0.1 0.0 -0.1 0.032
H 5.247715 -2.117336 -1.907277 0.1 0.1 0.0 0.030
H -2.044052 3.580528 1.382092 0.6 0.3 0.0 0.101
H -1.335432 2.388120 -1.364414 -0.2 -0.1 0.0 0.071
H 2.274054 -6.242176 -0.370458 -0.1 0.0 0.2 0.032
H -1.257060 0.093863 0.982254 0.2 -0.4 -0.2 -0.017
H -2.729608 3.476510 -0.978309 0.0 -0.1 -0.3 0.069
H -3.433094 1.651323 0.637387 -0.2 0.2 -0.1 0.072
H -0.642143 2.469775 0.967412 0.2 0.4 0.5 0.102
H -1.065061 4.048737 -0.873912 -0.1 0.0 -0.1 0.069
H -0.067860 -0.959379 1.092203 0.0 0.2 -0.2 0.024
```
Positions in Å, forces in eV/Å.

The LUMO energy comes out at 0.72 eV. The calculation puts the HOMO energy at -9.508 eV. The calculation puts the orbital gap at 10.23 eV. As for the multiplicity: 1.

=====

[4]
Formula: C5H6N2O
Source: OMol25
Level of theory: ωB97M-V/def2-TZVPD

Geometry as XYZ:
```
14
Properties=species:S:1:pos:R:3:forces:R:3:lowdin_charge:R:1
O -0.831096 1.929989 -0.117215 3.8 2.1 1.3 0.008
N -0.087144 -1.439264 -0.121570 3.1 -0.7 -0.7 0.062
N 1.287931 0.964964 0.093491 3.2 1.4 0.4 0.104
C 0.064043 0.861233 0.020301 -7.7 -0.5 -2.1 -0.368
C -2.323867 -0.710808 0.100495 -3.6 -1.1 2.5 -0.090
C -0.778958 -0.374837 -0.166994 -0.9 0.1 1.6 -0.245
C 2.109980 -0.128784 0.066746 -5.3 -1.9 -0.1 -0.062
C 1.296417 -1.285437 -0.084787 3.1 -4.1 1.1 -0.121
H -0.193708 2.725248 0.075001 -2.0 -1.6 -0.6 0.154
H 1.737134 -2.426450 0.014274 -0.5 3.3 -0.5 0.139
H 3.121673 0.044245 0.325188 0.8 -0.5 -0.2 0.090
H -2.529684 -1.676896 0.983621 1.5 2.2 -3.2 0.132
H -2.705515 0.023065 0.883136 0.2 -0.1 -1.7 0.032
H -3.392328 -0.977224 -0.761504 4.1 1.3 2.3 0.166
```
Positions in Å, forces in eV/Å.

The LUMO energy comes out at 0.43 eV. The calculation puts the HOMO energy at -9.194 eV. The calculation puts the orbital gap at 9.62 eV. As for the multiplicity: 1.

=====

- What is the multiplicity in the second record?
  1